Density functional theory data (ωB97M-V with the def2-TZVPD basis set) for 6 unconnected molecules or ions with the total composition C35H37N2O2 at a distorted geometry.

Output
- ΔE to the lowest compared entry with this formula, charge and spin (kcal/mol) = 86.3
- maximum force (eV/Å) = 2.9

```
! RIJCOSX wB97M-V def2-TZVPD def2/J DEFGRID3
* xyz 1 1
O -3.73908 -5.71271 -5.27512
O -3.22775 -5.82016 -3.99208
C -2.15939 -4.89677 -3.80250
C -2.78310 -3.50019 -3.54124
C -3.21640 -2.72337 -4.65271
C -3.80782 -1.49177 -4.24888
C -3.86861 -1.23084 -2.84578
N -3.41804 -1.95501 -1.83984
N -2.89393 -3.07162 -2.29794
H -4.47602 -5.07142 -5.26669
H -1.48379 -4.87799 -4.68522
H -1.53095 -5.22950 -2.95038
H -3.11481 -3.04473 -5.69398
H -4.21445 -0.76152 -4.95910
H -4.35890 -0.28820 -2.54269
H -2.52420 -3.68665 -1.56517
C -0.98743 0.81624 0.20322
C 0.22933 1.33100 0.62934
C 1.41873 0.79354 0.15158
C 1.39045 -0.25314 -0.76060
C 0.17330 -0.76572 -1.18986
C -1.01565 -0.23434 -0.70508
H -1.91400 1.23363 0.57897
H 0.25172 2.15196 1.33567
H 2.36754 1.19165 0.48964
H 2.31736 -0.66878 -1.13664
H 0.15255 -1.58283 -1.90441
H -1.96484 -0.63938 -1.03710
C 0.46007 1.46311 4.45570
C -0.05782 2.74889 4.36352
C -0.23344 3.51171 5.51088
C 0.11797 2.99222 6.74983
C 0.63909 1.70811 6.84172
C 0.80625 0.94184 5.69573
H 0.59389 0.86640 3.56073
H -0.32623 3.15795 3.39592
H -0.64360 4.51213 5.43943
H -0.01435 3.58871 7.64412
H 0.91456 1.30390 7.80816
H 1.20772 -0.06152 5.76866
C 4.16979 5.87757 -0.46780
C 5.09401 5.20556 -1.25709
C 4.78497 3.95579 -1.77834
C 3.54713 3.38180 -1.51793
C 2.62110 4.05611 -0.73130
C 2.93402 5.30173 -0.20291
H 4.41226 6.85085 -0.05854
H 6.05680 5.65599 -1.46564
H 5.50875 3.42923 -2.38849
H 3.30411 2.40834 -1.92852
H 1.65471 3.60951 -0.52926
H 2.21395 5.82475 0.41490
C -3.66113 -11.24668 -3.92338
C -2.65109 -11.18315 -2.97255
C -2.10566 -9.95626 -2.61907
C -2.57742 -8.79088 -3.21017
C -3.59058 -8.85342 -4.15890
C -4.12924 -10.08221 -4.51833
H -4.08392 -12.20429 -4.20116
H -2.28801 -12.09116 -2.50703
H -1.31312 -9.90805 -1.88200
H -2.15406 -7.83431 -2.92998
H -3.95913 -7.94867 -4.61802
H -4.91529 -10.13242 -5.26181
C 3.81053 8.45429 4.14277
C 3.96836 7.40113 3.25113
C 3.16621 6.27256 3.35942
C 2.19921 6.20089 4.35422
C 2.03905 7.25562 5.24346
C 2.84720 8.38055 5.14070
H 4.43853 9.33304 4.06027
H 4.71844 7.45968 2.47117
H 3.29409 5.44831 2.66794
H 1.57013 5.32225 4.43603
H 1.28368 7.20048 6.01859
H 2.72570 9.20063 5.83776
*
```